{"formula": "C20H16N6O3PdS", "method": "the ωB97M-V functional and the def2-TZVPD basis", "e_above_lowest_kcal_mol": 21.8, "s2": 2.037, "gap_ev": [6.33, 6.48], "multiplicity": 3, "e_lumo_ev": [-0.5316, -1.3765], "elements": ["Pd", "S", "O", "O", "O", "N", "N", "N", "N", "N", "N", "C", "C", "C", "C", "C", "C", "C", "C", "C", "C", "C", "C", "C", "C", "C", "C", "C", "C", "C", "C", "H", "H", "H", "H", "H", "H", "H", "H", "H", "H", "H", "H", "H", "H", "H", "H"], "coordinates": [[-0.1504, -0.0725, -0.2358], [-0.3010, -2.0080, 1.8695], [-1.1500, 1.6708, 0.3954], [-2.1348, 0.0896, -0.6653], [-3.2869, 1.8170, -0.0063], [-0.0505, -4.4727, 1.0977], [1.7790, 0.0813, 0.1725], [0.2618, -1.7847, -1.1732], [0.2785, -2.9661, -0.6258], [-0.3383, -5.3971, 0.1928], [-2.2503, 1.2331, -0.0845], [0.4804, -1.7667, -2.5608], [-0.0196, -3.1503, 0.6754], [5.2472, 0.5101, 0.1250], [0.8770, -0.5072, -4.5808], [-1.1283, -6.2995, -1.8802], [6.5679, 0.3422, 0.5006], [0.4948, -2.9504, -3.3069], [-3.0459, -4.3121, -2.0874], [2.8850, -0.0378, 0.4379], [0.6675, -0.5435, -3.2125], [4.5717, -1.0612, 1.8538], [-1.9788, -6.2697, -2.9720], [-1.2342, -5.3261, -0.8885], [6.8901, -0.5175, 1.5426], [0.8993, -1.6812, -5.3195], [-2.9342, -5.2687, -3.0869], [4.2575, -0.1930, 0.8091], [0.7032, -2.8957, -4.6723], [-2.2113, -4.3381, -0.9828], [5.8980, -1.2175, 2.2161], [-1.8858, -7.0256, -3.7408], [7.9248, -0.6439, 1.8315], [-2.3213, -3.5994, -0.2024], [6.1572, -1.8877, 3.0237], [7.3469, 0.8809, -0.0207], [1.0611, -1.6507, -6.3885], [4.9785, 1.1724, -0.6860], [3.7841, -1.6005, 2.3621], [0.7045, -3.8173, -5.2401], [1.0185, 0.4476, -5.0703], [-3.5891, -5.2365, -3.9469], [-3.7936, -3.5335, -2.1620], [-0.3630, -7.0627, -1.8018], [-0.1141, -6.3267, 0.5084], [0.3278, -3.8931, -2.8070], [0.6433, 0.3786, -2.6440]], "forces_ev_per_a": [[-0.37, -0.09, -0.13], [-0.03, 0.03, 0.02], [0.04, -0.01, 0.04], [-0.11, 0.03, -0.04], [0.29, -0.16, -0.03], [0.00, 0.13, 0.08], [0.46, -0.03, 0.05], [-0.04, 0.06, 0.04], [0.04, -0.02, 0.01], [0.03, 0.02, 0.04], [-0.23, 0.12, 0.04], [0.01, 0.11, -0.01], [0.06, -0.15, 0.01], [0.00, -0.02, 0.03], [-0.01, -0.01, 0.02], [0.00, 0.04, 0.03], [0.00, 0.00, 0.00], [-0.01, -0.01, 0.01], [-0.02, 0.01, -0.02], [-0.13, 0.10, -0.01], [-0.01, -0.05, 0.01], [0.03, 0.01, -0.02], [-0.02, 0.01, -0.01], [-0.06, 0.04, -0.16], [0.00, 0.00, 0.00], [0.00, -0.03, 0.00], [0.01, -0.01, 0.00], [0.01, -0.04, 0.00], [0.01, 0.01, -0.04], [0.02, -0.06, -0.03], [0.00, 0.00, 0.00], [0.00, 0.00, -0.01], [0.01, 0.00, 0.00], [0.00, 0.01, 0.03], [0.00, 0.00, 0.01], [0.01, 0.00, 0.00], [0.00, 0.00, -0.01], [-0.01, 0.01, 0.00], [-0.02, 0.00, 0.00], [0.00, -0.01, -0.01], [0.00, 0.00, -0.01], [-0.01, 0.00, -0.01], [-0.01, 0.00, -0.01], [0.01, 0.00, 0.01], [0.03, -0.04, 0.04], [0.00, 0.02, 0.00], [0.01, -0.02, -0.01]]}

=====

{"formula": "C20H16N6OS", "method": "the ωB97M-V functional and the def2-TZVPD basis", "e_above_lowest_kcal_mol": 1.5, "gap_ev": 8.14, "smiles": "Cc1cc(C)c2oc(Nc3ccc(-c4nsc5ncnc(N)c45)cc3)nc2c1", "e_lumo_ev": 0.0648, "elements": ["S", "O", "N", "N", "N", "N", "N", "N", "C", "C", "C", "C", "C", "C", "C", "C", "C", "C", "C", "C", "C", "C", "C", "C", "C", "C", "C", "C", "H", "H", "H", "H", "H", "H", "H", "H", "H", "H", "H", "H", "H", "H", "H", "H"], "coordinates": [[3.2870, -4.2191, -3.8236], [-0.3886, 0.8069, 2.0105], [1.5415, -1.6182, -6.9748], [-1.1121, 1.5133, -0.1864], [2.5001, -3.1967, -2.7117], [2.9762, -3.4550, -6.4977], [-2.1403, 2.1963, 1.7763], [0.6185, -0.3931, -5.4969], [-0.4204, 0.6678, 4.5495], [2.3725, -2.6195, -7.3505], [-0.2996, -0.9710, -2.8067], [-1.1750, 1.5377, 1.1987], [-0.8734, 1.0634, 3.2682], [0.7376, -0.2135, 4.7629], [-1.9563, 1.9096, 3.1355], [1.8323, -2.2038, -3.3020], [-2.6534, 2.3962, 4.2589], [0.9128, 0.3147, -0.6572], [1.0447, -1.2367, -2.5269], [-2.8252, 2.6112, 6.7945], [-1.1323, 1.0939, 5.6707], [-2.2172, 1.9864, 5.5663], [-0.4255, 0.6178, -0.9518], [-1.0187, -0.0019, -2.0539], [2.6991, -3.2642, -5.2036], [1.3604, -1.4884, -5.6984], [1.6344, -0.5847, -1.4195], [1.9343, -2.2316, -4.7554], [-2.0005, 0.2114, -2.4289], [-3.5193, 3.0244, 4.0947], [-0.8117, -1.4571, -3.6268], [2.6849, -0.8091, -1.1967], [0.5425, 0.0993, -6.3857], [-3.8631, 2.9120, 6.6580], [2.5775, -2.7433, -8.4118], [1.4897, -0.0671, 3.9876], [-1.9369, 1.9310, -0.6035], [1.1389, -0.0100, 5.7469], [-2.7958, 1.9056, 7.6283], [0.9260, 0.1426, -4.6802], [-0.7704, 0.7952, 6.6688], [0.4139, -1.2579, 4.7275], [1.3736, 0.7816, 0.2037], [-2.2626, 3.5236, 7.0430]], "forces_ev_per_a": [[-0.94, 1.60, -0.42], [0.94, -0.33, -0.78], [1.81, -2.69, -3.13], [-0.44, 0.76, 1.23], [-0.55, 1.01, -0.80], [0.02, -0.28, -0.65], [0.62, -0.25, 0.16], [-0.81, 2.04, 1.60], [-0.60, 0.10, -0.96], [-0.31, 0.07, 1.36], [-0.01, 1.07, 0.78], [-2.01, 0.61, -0.23], [-0.33, 0.24, 2.27], [0.38, -0.62, -0.36], [-0.56, 0.62, 0.40], [1.08, -2.06, -0.10], [0.85, -1.04, 0.84], [0.07, -0.24, 0.12], [-0.27, 0.34, 1.02], [0.08, -0.07, 0.00], [-0.31, 0.81, -0.29], [-0.43, 0.46, -1.89], [1.07, -1.31, -1.08], [1.23, -1.15, -0.78], [1.24, -1.32, -0.44], [-1.12, 2.92, -1.85], [-0.01, -0.33, -0.47], [0.30, -1.47, 3.55], [-0.52, 0.24, 0.39], [0.09, 0.15, 0.22], [0.10, 0.00, 0.03], [-0.50, 0.16, 0.02], [-0.07, 0.18, 0.62], [-0.01, -0.06, -0.17], [-0.04, 0.02, 0.22], [0.15, -0.07, 0.15], [0.15, -0.10, 0.35], [0.37, -0.12, 0.09], [0.10, 0.22, 0.06], [-0.70, 0.03, -0.54], [-0.22, 0.15, -0.59], [0.18, -0.03, 0.01], [0.04, 0.04, -0.09], [-0.11, -0.32, 0.15]]}

=====

{"formula": "C20H16O8", "method": "the ωB97M-V functional and the def2-TZVPD basis", "e_above_lowest_kcal_mol": 0.0, "gap_ev": 8.71, "smiles": "O=C1c2ccccc2C(=O)c2ccccc21.O=C1OCCO1.O=C1OCCO1", "e_lumo_ev": -1.0837, "elements": ["O", "O", "O", "O", "O", "O", "O", "O", "C", "C", "C", "C", "C", "C", "C", "C", "C", "C", "C", "C", "C", "C", "C", "C", "C", "C", "C", "C", "H", "H", "H", "H", "H", "H", "H", "H", "H", "H", "H", "H", "H", "H", "H", "H"], "coordinates": [[-7.5011, 2.4175, 4.8671], [-2.1879, 1.0949, 0.3316], [4.3186, 1.2870, -3.3216], [-1.3203, -0.9106, 0.0074], [1.7527, -2.3924, -0.2950], [-6.6353, 2.1874, 2.9046], [-5.2752, 2.9015, 4.5187], [-2.9205, -0.6487, 1.5965], [-2.1671, -0.0352, 0.6339], [3.3630, -3.3040, -2.3260], [2.2993, -1.5319, -0.9162], [2.9814, 0.8459, -1.4152], [3.7221, 0.4559, -2.6364], [-6.5660, 2.5117, 4.1751], [3.1851, -1.9603, -2.1595], [-5.5131, 2.6031, 2.1763], [2.2469, -0.0660, -0.6440], [2.3758, 2.5976, 0.1660], [-2.6744, -2.0377, 1.4329], [4.5028, -1.3875, -4.0996], [4.0993, -3.7419, -3.4183], [-1.2576, -2.1036, 0.8110], [1.5300, 0.4279, 0.4728], [-4.5464, 3.0780, 3.2756], [3.0503, 2.1683, -0.9840], [3.7774, -1.0124, -3.0082], [4.6191, -2.7673, -4.3115], [1.5626, 1.7233, 0.8583], [4.3635, -4.8097, -3.4317], [-0.3724, -1.9059, 1.3543], [-5.7815, 3.4488, 1.5155], [-3.4001, -2.4560, 0.7059], [-2.6676, -2.4443, 2.4614], [-4.1508, 4.0225, 3.1402], [-1.0788, -2.8671, 0.1016], [0.9891, -0.2619, 1.1200], [2.8489, -3.9784, -1.6804], [-3.6706, 2.3225, 3.2810], [2.3921, 3.6255, 0.4979], [4.9756, -0.5718, -4.5891], [5.1340, -3.2010, -5.1560], [3.7167, 2.9092, -1.4337], [-5.1651, 1.6976, 1.7032], [1.0456, 2.0698, 1.7174]], "forces_ev_per_a": [[-1.03, 0.08, 2.09], [-0.63, 1.93, 0.08], [-0.80, -0.92, 0.88], [-1.04, 0.68, 0.33], [-0.80, -0.36, 1.04], [-0.74, -0.07, -1.25], [-0.91, 0.42, -1.07], [0.74, 0.51, -1.07], [0.80, -1.34, -0.50], [0.04, -0.14, -1.02], [1.67, 0.48, -2.63], [-0.14, 0.18, 0.44], [0.95, 0.13, -1.22], [1.61, 0.21, -0.03], [-1.16, 1.52, 1.65], [0.38, 0.71, 0.28], [-0.50, 0.39, 0.85], [-0.13, -0.04, -0.92], [1.09, -1.12, 0.95], [-0.21, -1.57, 0.43], [0.54, 0.90, 0.18], [-1.33, 1.49, -1.09], [0.05, -2.24, -0.21], [1.03, -4.36, 0.43], [0.26, 1.09, 0.91], [-0.84, 0.82, 1.76], [0.17, -1.21, 0.06], [0.70, 0.79, -0.33], [-0.24, 0.60, -0.73], [0.57, -0.64, 1.61], [0.09, -0.76, -0.04], [0.26, -0.01, 0.78], [-0.51, -0.30, -0.80], [0.42, 2.11, 0.06], [-0.02, -1.23, -0.28], [0.13, -0.09, -0.46], [-0.01, -0.40, 0.54], [-1.16, 1.34, 0.24], [0.37, 0.12, -0.16], [0.43, 0.09, -1.05], [0.33, 0.42, -0.20], [-0.32, -0.56, -0.40], [0.38, 0.28, -0.76], [-0.51, 0.10, 0.61]]}

=====

{"formula": "C20H17BKN4SSe2", "method": "the ωB97M-V functional and the def2-TZVPD basis", "total_charge": -1, "gap_ev": 6.35, "e_lumo_ev": 1.9223, "elements": ["Se", "Se", "K", "S", "N", "N", "N", "N", "C", "C", "C", "C", "C", "C", "C", "C", "C", "C", "C", "C", "C", "C", "C", "C", "C", "C", "C", "C", "B", "H", "H", "H", "H", "H", "H", "H", "H", "H", "H", "H", "H", "H", "H", "H", "H", "H"], "coordinates": [[-2.1433, 0.6439, 2.4364], [-3.0712, -1.2610, 1.4534], [0.2211, -0.7291, -1.0566], [4.5601, 2.0666, -0.4638], [-2.5249, 0.0926, -0.9773], [-0.7826, -3.1203, -1.0665], [0.3734, -0.4064, 1.7105], [0.5916, 2.1003, -0.8834], [2.1720, -0.8652, 3.2144], [-2.8108, 0.4558, -2.2274], [-4.8949, -0.6880, -2.2055], [5.1857, 0.5112, -0.7791], [2.1441, 3.8659, -0.5047], [1.8640, 2.5100, -0.7656], [-0.7965, -4.2598, -0.8623], [2.9560, 1.5271, -0.8895], [-4.6261, -1.0473, -0.8989], [1.4113, -0.4231, 4.2845], [1.6062, -0.8442, 1.9468], [4.1992, -0.3261, -1.2172], [2.8598, 0.2039, -1.2856], [1.1170, 4.7700, -0.3491], [-0.3871, 2.9815, -0.7206], [-3.4214, -0.6321, -0.3379], [0.1149, 0.0105, 4.0491], [-0.1950, 4.3259, -0.4510], [-0.3477, -0.0044, 2.7384], [-3.9707, 0.0893, -2.8886], [-0.8490, -5.8343, -0.5777], [-1.0450, 4.9828, -0.3276], [-4.1291, 0.4049, -3.9097], [-0.1869, -6.3978, -1.4245], [1.3365, 5.8118, -0.1467], [-0.5246, 0.3326, 4.8587], [-2.0201, -6.1582, -0.6455], [-1.3935, 2.5789, -0.7924], [-2.0569, 1.0571, -2.7264], [1.8089, -0.4243, 5.2916], [3.1682, 4.2019, -0.4283], [-0.4015, -6.0307, 0.5342], [-5.8159, -1.0067, -2.6766], [4.4317, -1.3538, -1.4812], [3.1850, -1.2201, 3.3385], [-5.3294, -1.6325, -0.3233], [2.1825, -1.1538, 1.0820], [6.2348, 0.2944, -0.6480]], "forces_ev_per_a": [[-0.14, -0.26, -0.18], [0.14, 0.30, 0.11], [0.06, 0.22, -0.10], [0.49, 0.08, 0.19], [-0.09, 0.12, -0.05], [-0.16, -0.31, -0.03], [-0.07, -0.08, -0.04], [0.10, -0.22, -0.02], [-0.05, 0.02, 0.01], [0.05, 0.03, -0.08], [0.02, 0.01, -0.03], [-0.15, 0.00, -0.16], [-0.09, 0.04, 0.00], [0.33, 0.08, 0.05], [-0.03, -0.17, 0.03], [-0.88, -0.24, -0.23], [0.01, 0.03, -0.08], [0.02, -0.01, -0.09], [0.18, 0.07, 0.05], [-0.03, -0.29, 0.03], [0.43, 0.49, 0.19], [0.00, 0.00, 0.01], [-0.11, 0.11, 0.04], [-0.03, -0.25, 0.26], [0.10, -0.04, -0.03], [-0.08, -0.09, -0.03], [-0.13, 0.11, 0.21], [0.05, 0.01, 0.03], [-0.05, 0.26, -0.04], [0.02, 0.04, 0.01], [-0.04, -0.02, -0.02], [0.02, -0.02, -0.04], [0.00, 0.00, 0.00], [-0.03, 0.01, -0.03], [-0.03, -0.06, 0.01], [-0.01, 0.00, 0.00], [-0.01, 0.02, -0.01], [0.02, -0.01, -0.01], [0.03, -0.02, 0.00], [0.01, -0.01, 0.05], [0.00, 0.02, -0.03], [0.02, -0.01, 0.01], [0.01, 0.01, 0.04], [0.02, 0.00, 0.03], [0.01, -0.01, -0.04], [0.05, 0.03, 0.00]]}

=====

{"formula": "C20H17BrF4I2N5O2PRh", "method": "the ωB97M-V functional and the def2-TZVPD basis", "e_above_lowest_kcal_mol": 0.0, "s2": 6.030, "total_charge": 3, "gap_ev": [7.55, 4.14], "multiplicity": 5, "e_lumo_ev": [-9.5027, -13.0725], "elements": ["I", "I", "Rh", "Br", "P", "F", "F", "F", "F", "O", "O", "N", "N", "N", "N", "N", "C", "C", "C", "C", "C", "C", "C", "C", "C", "C", "C", "C", "C", "C", "C", "C", "C", "C", "C", "C", "H", "H", "H", "H", "H", "H", "H", "H", "H", "H", "H", "H", "H", "H", "H", "H", "H"], "coordinates": [[-0.9177, 2.3315, 4.3901], [-1.9610, -1.2483, 3.0412], [-1.7242, 0.3341, 0.6551], [-1.6310, 2.9302, -0.2492], [0.3972, 0.1946, -0.0353], [2.6899, 5.6577, -0.5937], [0.0353, 5.2529, -0.3934], [3.3551, 0.9374, -0.3359], [4.3919, 3.4506, -0.7383], [-3.4451, -2.7411, -1.4139], [-1.5031, -2.5214, -0.3774], [-3.1154, -0.9172, -0.2742], [-4.5994, 0.6871, -0.0211], [-2.6154, -2.0865, -0.7433], [-3.6588, 0.9506, 1.0656], [-4.8899, -0.7454, -1.9216], [2.2515, 4.3831, -0.4414], [-0.1172, -0.3603, -2.7060], [2.1709, -0.3440, 2.1386], [0.0394, -1.1516, -3.8524], [1.3884, -2.2786, 0.9620], [2.2960, -1.6411, -3.1128], [3.4019, -2.3609, 2.3177], [2.0863, -0.9883, -1.9396], [-4.2802, -0.4091, -0.7577], [1.2181, -1.9132, -3.9921], [3.2285, -1.0649, 2.7501], [-1.0797, 0.2226, 4.6145], [1.3283, -0.8780, 1.1571], [0.8904, -0.3500, -1.6977], [0.3436, 2.9503, -0.1454], [2.5636, 1.9865, -0.2259], [1.2015, 1.8609, -0.1083], [3.1060, 3.2804, -0.4368], [0.8590, 4.2006, -0.3446], [2.5349, -2.9797, 1.4240], [4.1754, -3.0292, 2.7005], [-0.0604, -0.1247, 4.7114], [2.8595, -0.9709, -1.1939], [-5.7807, -0.4024, -2.1204], [-1.0991, 0.1698, -2.5974], [3.2450, -2.0226, -3.3896], [-3.7232, 1.9179, 1.4551], [2.0983, 0.7110, 2.3751], [3.8060, -0.5753, 3.5661], [-0.8010, -1.2330, -4.5368], [-1.7815, 0.1235, 5.4463], [-3.9949, 0.4202, 1.9019], [0.5815, -2.8246, 0.4907], [-5.2499, 1.4136, -0.3936], [2.6661, -3.9911, 1.0827], [1.3687, -2.6158, -4.7994], [-4.5491, -1.5977, -2.3566]], "forces_ev_per_a": [[-0.23, -0.50, -0.68], [0.66, 1.18, 0.96], [0.13, -0.03, 0.27], [1.43, -0.14, 0.11], [3.17, 0.22, -0.96], [-0.32, -2.08, 0.13], [0.77, -0.48, -0.10], [0.24, -0.11, 0.43], [-0.90, -0.28, 0.54], [2.54, 0.24, 0.71], [-2.14, 1.92, -0.51], [1.01, -0.45, -0.31], [-0.42, 0.57, -0.23], [-1.60, -3.54, -1.06], [-3.38, 1.09, 2.00], [2.21, 0.08, 2.75], [-0.10, 1.49, -0.17], [-0.45, -0.18, 0.09], [0.45, 0.58, 0.38], [0.32, -0.31, 0.88], [1.16, -1.40, -0.01], [-1.42, -1.08, -1.71], [0.56, -3.19, -0.77], [0.56, 0.19, 0.79], [0.29, 0.58, -1.60], [0.38, 1.49, 0.46], [-1.88, 2.37, 0.44], [-0.48, 0.27, -0.26], [1.00, 1.31, 0.32], [-2.45, -0.56, -0.17], [-0.42, 0.58, -0.45], [0.30, 2.18, -0.80], [-1.43, -1.81, 1.15], [0.39, 0.03, -0.39], [0.01, 1.09, 0.33], [-1.01, 1.10, -0.38], [0.07, 0.52, 0.14], [-0.26, -0.44, 0.29], [0.27, -0.01, 0.01], [-1.63, 0.69, -0.51], [1.05, -0.38, 0.15], [0.79, -0.51, 0.16], [-0.37, -0.47, -1.13], [-0.02, 0.08, -0.05], [-0.19, -0.55, -0.95], [0.32, -0.02, -0.07], [0.46, -0.60, -0.20], [0.04, 0.10, -0.84], [0.04, 0.03, -0.25], [0.81, -0.76, 0.82], [0.08, -0.30, 0.32], [-0.10, 0.13, -0.15], [-0.33, 0.06, 0.06]]}